[1]
{"formula": "C3H2N2O2S", "method": "ωB97M-V with the def2-TZVPD basis set", "elements": ["C", "O", "O", "C", "H", "S", "N", "N", "H", "C"], "xyz": [[1.1844, -0.2559, -0.0504], [0.2319, 1.9971, -0.2272], [-2.2074, 0.4173, -0.0991], [-1.1130, -0.0121, 0.0042], [-1.2788, -2.3169, -0.0791], [2.7528, 0.1249, -0.0663], [0.1157, 0.6510, 0.0351], [0.6648, -1.5618, -0.1047], [0.2413, 2.4164, 0.6595], [-0.5917, -1.4601, -0.0721]], "atomic_forces_ev_per_a": [[0.60, 1.36, 0.01], [0.01, -0.23, 0.88], [-1.10, 0.55, 0.27], [2.06, -1.13, -0.91], [0.36, 0.34, -0.06], [-0.39, -0.05, -0.02], [-0.08, -0.10, 0.04], [0.14, -0.40, 0.00], [0.07, -0.13, -0.64], [-1.68, -0.20, 0.43]], "lowdin_charge": [-0.8436, 0.0495, 0.1596, -0.3799, 0.1335, 0.7809, -0.1179, 0.0859, 0.1401, -0.0081], "smiles": "O=C1C=NC(=S)N1O", "relative_energy_kcal_mol": 77.7, "charge": 0, "orbital_gap_ev": 7.806, "total_energy_ev": -21051.3654, "e_lumo_ev": -1.73}

***

[2]
{"formula": "C3H2N2O2S", "method": "ωB97M-V with the def2-TZVPD basis set", "elements": ["C", "C", "H", "O", "O", "S", "H", "N", "C", "N"], "xyz": [[0.1127, -0.8125, -1.2491], [0.3958, -0.7680, 0.2212], [-0.7100, 3.7473, -0.5350], [-0.3060, -0.0850, 1.1531], [-1.5050, 2.9748, -0.2727], [1.5322, -1.8474, 0.7108], [-2.3091, 0.5102, 0.8808], [-0.6989, 1.9261, 0.1242], [-1.2704, 0.7815, 0.6051], [0.3507, -0.9293, -2.4419]], "atomic_forces_ev_per_a": [[2.01, 0.11, -5.17], [0.87, -2.22, 0.27], [-3.59, -3.39, 1.07], [-0.65, 0.24, -2.25], [3.45, 2.19, -0.81], [-0.61, 0.96, -0.33], [0.67, 0.49, -0.52], [-1.95, -3.99, 1.75], [1.68, 4.88, -0.73], [-1.89, 0.73, 6.72]], "lowdin_charge": [-0.2121, -0.8144, 0.2278, -0.0877, -0.1060, 0.7962, 0.1498, 0.0032, -0.1162, 0.1593], "smiles": "N#CC(=S)O/C=N/O", "relative_energy_kcal_mol": 141.8, "charge": 0, "orbital_gap_ev": 8.302, "total_energy_ev": -21048.5850, "e_lumo_ev": -1.27}

***

[3]
{"formula": "C3H2N2O3", "method": "ωB97M-V with the def2-TZVPD basis set", "elements": ["N", "C", "O", "C", "H", "C", "N", "O", "O", "H"], "xyz": [[0.6272, 1.4684, -0.1092], [-0.7444, 0.9850, -0.0147], [-1.8385, -1.1380, -0.1021], [1.6522, 0.6517, -0.0265], [-1.9180, -2.0804, -0.2612], [-0.6615, -0.5347, 0.0273], [0.3971, -1.2940, 0.2232], [-1.7943, 1.5443, 0.2483], [1.5899, -0.7166, 0.1371], [2.6901, 1.1142, -0.1222]], "atomic_forces_ev_per_a": [[-0.05, -0.61, 0.13], [1.04, -1.40, 1.68], [-0.94, 1.04, 0.23], [-1.72, 0.84, -0.34], [0.96, -0.28, 0.15], [0.53, -1.59, -0.36], [-3.21, 0.47, -0.73], [2.45, -0.11, -1.10], [2.33, 2.91, 0.14], [-1.40, -1.27, 0.22]], "lowdin_charge": [0.1467, -0.3433, 0.1128, -0.1200, 0.1293, -0.2787, 0.1099, 0.1254, -0.0405, 0.1584], "smiles": "O=c1nconc1O", "relative_energy_kcal_mol": 88.6, "charge": 0, "orbital_gap_ev": 9.855, "total_energy_ev": -12263.1401, "e_lumo_ev": -0.24}

***

[4]
{"formula": "C3H2N2O3", "method": "ωB97M-V with the def2-TZVPD basis set", "elements": ["O", "C", "N", "C", "N", "H", "C", "O", "O", "H"], "xyz": [[1.5860, 1.3275, -0.0758], [0.4719, 0.6997, -0.2356], [2.7270, -0.1461, -0.0397], [0.5322, -0.6983, -0.0866], [1.7998, -1.0339, -0.0361], [-2.4316, -0.1165, -0.4656], [-1.4893, 0.0158, 0.1682], [-0.7946, -1.0973, -0.3082], [-0.7992, 1.0949, -0.2053], [-1.6021, -0.0458, 1.2847]], "atomic_forces_ev_per_a": [[-2.34, -0.71, -1.25], [3.44, 0.76, 2.43], [-4.79, -2.91, 0.24], [0.00, 2.20, -1.18], [3.08, 1.56, -0.15], [0.70, 0.91, 1.56], [-3.82, -3.27, -0.25], [1.98, -2.63, 0.52], [1.88, 3.86, -1.10], [-0.13, 0.21, -0.83]], "lowdin_charge": [0.0660, -0.3367, 0.2029, -0.2422, 0.0505, 0.1784, -0.2298, 0.0238, 0.1216, 0.1654], "relative_energy_kcal_mol": 137.9, "charge": 0, "orbital_gap_ev": 9.047, "total_energy_ev": -12261.0011, "e_lumo_ev": -0.04}

***

[5]
{"formula": "C3H2N2O3", "method": "ωB97M-V with the def2-TZVPD basis set", "elements": ["N", "O", "O", "C", "C", "C", "H", "O", "N", "H"], "xyz": [[0.7621, 0.2682, 0.9269], [-1.8975, 0.1094, -1.1575], [-0.5437, 1.7561, -0.1671], [-0.1183, -2.2572, -0.4331], [0.5370, 1.5234, 0.7188], [-0.9927, 0.4317, -0.4472], [0.8885, 2.4682, 1.0347], [0.8413, -2.8295, -0.1004], [-0.1930, -0.3461, 0.2621], [-1.0310, -2.2693, -0.9104]], "atomic_forces_ev_per_a": [[1.26, 2.43, 0.96], [-0.90, 0.08, -0.82], [0.47, -1.63, 0.73], [4.65, 2.10, 3.66], [-1.90, -0.50, -1.70], [0.46, 1.75, 0.25], [1.10, 0.19, 0.78], [-2.43, 0.89, -1.13], [-0.64, -5.20, -1.45], [-2.06, -0.11, -1.27]], "lowdin_charge": [0.0660, 0.0788, 0.0694, 0.1089, -0.1261, -0.5831, 0.1160, 0.1824, -0.0146, 0.1023], "relative_energy_kcal_mol": 90.3, "charge": 0, "orbital_gap_ev": 8.345, "total_energy_ev": -12263.0679, "e_lumo_ev": -0.69}

***

[6]
{"formula": "C3H2N2O3", "method": "ωB97M-V with the def2-TZVPD basis set", "elements": ["C", "H", "O", "C", "O", "C", "H", "O", "N", "N"], "xyz": [[1.5151, 0.1908, -0.0740], [-3.1706, 0.8106, -0.5090], [1.9856, -0.9633, -0.5304], [-2.1260, 0.5247, -0.2774], [-2.0292, -0.7028, 0.2930], [-0.1506, 0.1091, -0.0065], [2.8718, -1.0410, -0.3329], [2.1225, 0.9815, 0.5551], [-0.9463, 1.0764, -0.3730], [-0.7342, -0.9680, 0.4369]], "atomic_forces_ev_per_a": [[-3.68, -1.57, 1.92], [1.16, 0.25, 0.15], [-3.41, 0.06, -1.50], [-0.22, -0.49, 1.06], [-1.64, 0.78, -0.79], [4.65, -1.41, 0.28], [3.41, -0.11, 0.72], [0.69, 1.29, -0.21], [-2.59, 1.74, -1.72], [1.64, -0.56, 0.08]], "lowdin_charge": [-0.4166, 0.1514, 0.1531, -0.1190, -0.0047, -0.2690, 0.0844, 0.1465, 0.1561, 0.1179], "relative_energy_kcal_mol": 67.4, "charge": 0, "orbital_gap_ev": 11.519, "total_energy_ev": -12264.0582, "e_lumo_ev": 0.58}